Computed, not measured: a cluster of 2 separate species, C3H11N4 in total, with ωB97M-V/def2-TZVPD.

The geometry in XYZ format:
```
18
Properties=species:S:1:pos:R:3
C -0.428 -3.643 0.758
N 1.068 -0.349 0.133
C 0.259 -1.326 0.407
N 0.515 -2.607 0.324
H -1.300 -3.705 0.106
H -0.768 -3.460 1.775
H 0.098 -4.589 0.738
H 1.975 -0.547 -0.259
H 0.770 0.663 0.355
H -0.727 -1.060 0.793
H 1.418 -2.923 0.003
N -1.006 3.486 -1.213
C -0.286 2.428 -0.817
N -0.010 2.097 0.392
H -1.335 4.133 -0.514
H -1.280 3.678 -2.158
H 0.131 1.857 -1.650
H -0.605 2.555 1.070
```

Values from the calculation:
ΔE to the lowest compared entry with this formula, charge and spin ... 0.65 kcal/mol
Largest force on an atom ... 0.93 eV Å⁻¹
Total charge ... +1
LUMO ... -2.6 eV
Electronic energy ... -9244.21473 eV
Orbital gap ... 10.61 eV
E_HOMO ... -13.24 eV